# 1
CH4ClN3 in the gas phase in a non-equilibrium geometry. Source: the OMol25 dataset; level of theory: ωB97M-V with the def2-TZVPD basis set.

Results
HOMO ... -9.523 eV
Total charge ... 0
Orbital gap ... 9.70 eV
Structure (SMILES) ... ClN1CNN1
ΔE to the lowest compared entry with this formula, charge and spin ... 3.547 eV

XYZ file:
```
9
Properties=species:S:1:pos:R:3:forces:R:3:mulliken_charge:R:1
Cl 2.17917 -0.13754 -0.29134 -0.9 0.0 0.0 -0.1808
N 0.64629 0.23793 0.71877 0.7 0.0 0.8 -0.0732
C -0.42660 -0.74074 0.44191 -1.7 3.9 1.1 -0.2124
N -1.07225 0.29705 -0.58983 2.3 -3.1 1.0 -0.3297
N -0.16739 1.22103 0.12910 0.4 0.6 -1.9 -0.2666
H -1.00954 -0.81810 1.35573 -0.2 0.1 0.0 0.1944
H -0.08092 -1.65210 0.17937 0.7 -2.9 -1.5 0.2472
H -0.42706 -0.10546 -1.31563 -1.0 1.0 -0.5 0.3195
H 0.35829 1.69792 -0.62809 -0.3 0.4 1.1 0.3015
```
Forces are in eV/Å.

---

# 2
A molecular structure, C24H24AsCl5F6N3O4S3V. Source: the OMol25 dataset; level of theory: ωB97M-V with the def2-TZVPD basis set.

Results
HOMO (alpha / beta) ... -4.587 / -5.041 eV
<S²> ... 3.767
Total charge ... -1
Orbital gap (alpha / beta) ... 6.72 / 7.17 eV
2S+1 ... 4
ΔE to the lowest compared entry with this formula, charge and spin ... 0.783 eV

XYZ file:
```
71
Properties=species:S:1:pos:R:3:forces:R:3:mulliken_spin:R:1
V 0.13930 0.12910 2.23207 -0.8 0.4 0.3 2.9609
F 1.87593 -3.28475 -0.25091 0.0 0.0 0.0 -0.0021
C 1.32426 -4.13277 0.60760 0.0 0.0 0.0 -0.0005
F 0.31358 -4.75938 0.01587 0.0 0.0 0.0 0.0003
F 2.24350 -5.04053 0.95984 0.0 0.0 0.0 -0.0002
S 0.69920 -3.27972 2.12576 -0.2 0.1 0.0 0.0020
O -0.05626 -2.14544 1.62425 0.3 0.0 0.0 -0.0155
O 0.01773 -4.31120 2.83365 0.0 0.0 0.0 0.0011
N 1.99875 -2.84343 2.91500 0.1 -0.1 -0.1 -0.0152
S 2.64229 -1.44096 2.65181 0.1 0.1 -0.3 0.0975
O 2.64414 -0.99492 1.27776 0.1 -0.1 0.0 0.0205
O 2.24298 -0.43318 3.61124 -0.1 -0.1 -0.1 -0.0016
C 4.41075 -1.82412 2.97043 0.0 0.0 0.2 0.0013
F 4.86695 -2.65484 2.03568 0.0 0.0 0.0 0.0001
F 4.59738 -2.37466 4.16707 0.0 0.0 0.0 -0.0002
F 5.10607 -0.68557 2.90797 0.0 0.0 0.0 0.0001
Cl -1.24118 -1.13827 4.32061 0.1 -0.1 0.1 0.0018
C -2.51177 -0.59349 3.24437 -0.1 0.1 -0.2 -0.0396
C -2.08051 0.13763 2.14921 0.3 -0.1 -0.1 0.0505
C -3.09159 0.66252 1.36907 0.0 -0.1 0.2 -0.0472
Cl -2.64499 1.75948 0.07187 0.0 -0.1 -0.2 -0.0031
C -4.44403 0.42281 1.60391 0.1 0.0 0.0 -0.0180
Cl -5.67099 1.09633 0.58134 0.0 0.0 0.0 -0.0002
C -4.81824 -0.36604 2.68886 -0.1 0.0 0.0 0.0197
Cl -6.48766 -0.69256 2.99605 0.0 0.0 0.0 0.0016
C -3.83718 -0.87033 3.53856 0.0 -0.1 0.1 -0.0186
Cl -4.27236 -1.80949 4.92069 0.0 0.0 0.0 -0.0011
C 0.05663 2.06419 3.22657 0.1 -0.1 0.0 -0.0435
H -0.53663 2.79414 2.65666 0.0 0.0 0.0 0.0061
H 1.01233 2.54518 3.48131 0.0 0.0 0.0 0.0137
H -0.47580 1.91766 4.17745 0.0 0.0 0.0 0.0127
C -4.82081 1.08794 -3.08662 0.0 0.0 0.0 0.0000
C -4.24159 -0.28215 -3.21355 -0.1 0.0 -0.1 0.0001
C -4.77987 -1.28838 -3.95468 0.0 0.0 0.0 0.0000
C -4.09319 -2.52923 -3.96903 0.1 0.0 0.1 0.0000
N -2.97027 -2.74111 -3.33249 -0.1 0.0 -0.1 0.0000
C -2.41522 -1.73898 -2.58510 0.2 0.0 0.1 -0.0001
S -1.00514 -1.88528 -1.73220 -0.1 0.0 -0.1 0.0070
N -3.09467 -0.53152 -2.55133 -0.1 0.0 0.1 0.0014
C -4.66822 -3.68501 -4.73137 0.0 0.0 0.0 0.0000
H -5.71212 1.18068 -3.70216 0.0 0.0 0.0 0.0000
H -4.09175 1.83648 -3.40088 0.0 0.0 0.0 0.0000
H -5.07399 1.28888 -2.04528 0.0 0.0 0.0 0.0000
H -5.69649 -1.14297 -4.50653 0.0 0.0 0.0 0.0000
H -2.71203 0.16333 -1.91948 0.1 0.1 0.0 -0.0006
H -5.08020 -3.36221 -5.68814 0.0 0.0 0.0 0.0000
H -5.48132 -4.13035 -4.15332 0.0 0.0 0.0 0.0000
H -3.90151 -4.43913 -4.88630 0.0 0.0 0.0 0.0000
C 0.45977 3.16908 -0.48154 0.0 0.0 0.0 0.0116
As 1.19055 1.50299 0.21895 0.0 -0.2 0.1 -0.0317
C 1.86935 0.75427 -1.44557 0.0 0.0 0.0 0.0069
C 2.81402 2.25601 1.07906 0.0 0.0 0.0 0.0168
C 3.96145 2.47981 0.15045 0.0 0.0 0.0 -0.0041
C 4.17979 3.72100 -0.44294 0.0 0.0 0.0 -0.0005
C 5.21858 3.90895 -1.34586 0.0 0.0 0.0 0.0001
C 6.06236 2.85640 -1.66639 0.0 0.0 0.0 0.0005
C 5.85946 1.61526 -1.07471 0.0 0.0 0.0 -0.0002
C 4.81987 1.42926 -0.17848 0.0 0.0 0.0 0.0027
H 1.24982 3.74844 -0.96140 0.0 0.0 0.0 -0.0032
H 0.02342 3.73296 0.34152 0.0 0.0 0.0 -0.0011
H -0.31465 2.94423 -1.21293 0.0 0.0 0.0 0.0020
H 2.54799 1.43565 -1.95807 0.0 0.0 0.0 -0.0010
H 1.00662 0.53192 -2.07368 0.0 0.0 0.0 -0.0013
H 2.37554 -0.18343 -1.22166 0.0 0.0 0.0 -0.0022
H 3.07183 1.57364 1.88687 0.0 0.0 0.0 0.0136
H 2.47945 3.18988 1.53220 0.0 0.0 0.0 -0.0019
H 3.53034 4.55113 -0.18818 0.0 0.0 0.0 0.0000
H 5.37077 4.88275 -1.79533 0.0 0.0 0.0 0.0000
H 6.87341 3.00199 -2.36876 0.0 0.0 0.0 0.0000
H 6.51342 0.78672 -1.31741 0.0 0.0 0.0 0.0000
H 4.65263 0.45673 0.27069 0.0 0.0 0.0 0.0016
```
Forces are in eV/Å.

---

# 3
4 unconnected molecules or ions with the total composition C9H13Cl5N in a non-equilibrium geometry. Source: the OMol25 dataset; level of theory: ωB97M-V with the def2-TZVPD basis set.

Results
HOMO ... -3.930 eV
Total charge ... -1
Orbital gap ... 6.38 eV
ΔE to the lowest compared entry with this formula, charge and spin ... 1.526 eV

XYZ file:
```
28
Properties=species:S:1:pos:R:3:forces:R:3:mulliken_charge:R:1
Cl 21.71058 15.56953 16.04150 -0.1 0.0 -0.1 -0.9963
Cl 15.27764 18.94825 14.97976 0.4 0.2 0.1 -0.1896
C 16.34609 17.74834 15.75641 0.6 -0.7 -0.3 -0.4121
C 16.15266 16.34764 15.18763 0.8 0.5 0.3 -0.4022
Cl 14.47690 15.99144 15.08131 -1.8 -0.9 -0.2 -0.1887
H 16.17105 17.74919 16.83226 -0.1 0.2 -0.2 0.2905
H 17.39552 17.94478 15.53682 -0.1 0.7 0.2 0.3222
H 16.59574 15.63547 15.88375 0.2 0.1 -0.2 0.3010
H 16.60302 16.23150 14.20184 0.0 0.1 0.1 0.2761
Cl 20.60136 18.95499 10.38786 -1.0 0.4 -0.4 -0.1915
C 22.15592 18.72897 11.14997 1.0 -0.5 -0.1 -0.4288
C 23.29787 19.23985 10.20399 -1.4 -0.8 0.3 -0.3949
Cl 23.32614 21.01090 10.16254 0.4 0.3 0.3 -0.1883
H 22.18200 17.65202 11.31614 0.6 0.0 -0.2 0.2833
H 22.10042 19.14585 12.15557 0.4 0.4 -0.3 0.3310
H 23.03965 18.98587 9.17591 0.0 -0.3 0.2 0.2683
H 24.26506 18.78664 10.42130 0.0 0.4 0.3 0.3199
N 18.00090 8.95133 10.51311 -0.7 1.8 -0.2 -0.5699
C 17.96717 10.06953 9.73448 1.1 0.2 0.6 -0.2204
C 18.31841 11.38522 10.17942 0.2 -1.8 0.9 -0.3437
C 18.70242 11.48301 11.51420 -0.8 -0.6 0.9 -0.2464
C 18.55714 10.38326 12.38538 0.2 -0.2 -1.3 -0.4019
C 18.19893 9.15385 11.82132 0.1 0.6 0.0 -0.0785
H 17.76578 9.84169 8.69817 -0.1 0.3 -0.2 0.3760
H 18.41825 12.31054 9.63150 -0.4 -0.4 -0.7 0.3463
H 18.97717 12.43898 11.93493 0.2 0.1 -0.1 0.4011
H 18.79811 10.42039 13.43750 -0.1 0.3 0.0 0.3784
H 18.02573 8.30240 12.46276 0.3 -0.2 0.1 0.3592
```
Forces are in eV/Å.

---

# 4
8 unconnected molecules or ions with the total composition C35H56Br2NO28S2 in a non-equilibrium geometry. Source: the OMol25 dataset; level of theory: ωB97M-V with the def2-TZVPD basis set.

Results
HOMO ... -6.075 eV
Total charge ... -1
Orbital gap ... 7.50 eV

XYZ file:
```
124
Properties=species:S:1:pos:R:3:forces:R:3:mulliken_charge:R:1
C -3.39377 -2.78309 -0.20562 0.9 -0.8 -0.4 -0.6682
C -3.07242 -1.68558 -1.38398 -0.3 -0.9 0.6 -0.3349
Br -4.29650 -0.10075 -0.99920 0.6 -0.8 -0.5 -0.1696
C -1.54126 -1.09953 -1.38654 -1.9 1.2 -1.6 -0.5589
Br -1.14924 -0.06489 0.29966 -0.2 -1.0 -1.1 0.0159
S -0.20478 -2.36373 -1.73817 3.2 -5.6 -2.1 1.1771
O -0.08727 -2.75449 -3.26191 -1.1 2.5 4.9 -0.6974
O -0.42418 -3.74019 -0.99791 0.2 5.1 -1.2 -0.5340
N 1.29539 -1.71983 -1.08518 -1.9 1.5 -2.1 -0.3622
S 1.87266 -0.35312 -2.00622 1.4 -2.1 -5.2 1.0022
O 3.27938 -0.78277 -2.57959 -4.3 1.7 2.7 -0.7246
O 0.93502 0.11491 -3.14586 2.0 -1.1 3.9 -0.5940
C 2.18795 1.19875 -0.93690 1.4 1.1 1.0 -0.4721
O 1.79608 2.41492 -1.68268 -1.0 -1.1 2.7 -0.2102
C 0.76046 3.18448 -0.97570 -1.2 1.2 -0.3 -0.1057
O -0.08528 3.83732 -2.02746 0.0 -2.2 1.8 -0.2516
C -1.40518 3.18028 -2.10393 -0.9 0.0 -0.6 0.3890
C -2.04695 3.27703 -3.64461 0.4 -0.5 1.4 -0.0147
O -3.45623 2.77268 -3.54783 1.1 1.3 1.1 -0.5462
H -4.52574 -2.82158 0.13030 2.5 0.3 -1.0 0.3224
H -2.68761 -2.58835 0.71189 -1.5 -0.2 -1.7 0.2815
H -3.06474 -3.84270 -0.64670 -0.8 2.4 1.1 0.0676
H -3.42060 -2.08147 -2.44631 1.0 1.0 2.3 0.4769
H -1.49196 -0.30665 -2.27740 0.3 -1.8 2.0 0.4337
H 1.69411 1.10463 0.11997 0.7 0.1 -2.2 0.3041
H 3.36895 1.24380 -0.78963 -2.6 -0.3 -0.5 0.2992
H 0.06552 2.55307 -0.27381 1.5 0.8 -1.5 0.1730
H 1.19378 4.06258 -0.30653 -0.5 -1.8 -1.7 -0.0028
H -2.11968 3.71994 -1.32523 1.3 -1.1 -1.6 0.1898
H -1.35363 2.02777 -1.85920 0.0 2.3 -0.4 -0.1993
H -1.43738 2.48860 -4.27796 -1.4 1.7 1.1 0.1473
H -1.98501 4.36258 -4.09309 -0.2 -2.3 1.0 0.0441
H -3.88689 3.13443 -2.70560 1.2 -0.6 -1.7 0.3208
C -4.86977 -7.53246 -0.91009 0.5 0.1 0.1 -0.9428
C -5.88202 -6.42747 -1.13430 0.5 -1.3 0.5 0.4465
C -6.58248 -6.51058 -2.45682 -0.5 -0.6 -0.2 -0.5704
O -6.93278 -5.15959 -2.70135 0.4 0.8 0.3 -0.3616
C -6.00741 -4.39714 -2.04457 0.5 2.4 -0.1 0.4796
O -5.88138 -3.19244 -2.18412 -0.4 -2.7 0.2 -0.5052
O -5.24114 -5.16423 -1.21221 -0.7 0.8 -0.8 -0.0378
H -4.28183 -7.33417 -0.00748 -0.4 -0.1 -0.2 -0.2359
H -5.36273 -8.50338 -0.80366 0.0 0.2 0.0 0.4272
H -4.15681 -7.59117 -1.73982 -0.2 0.1 0.0 0.3984
H -6.59369 -6.39342 -0.30072 0.0 0.0 -0.1 0.2487
H -7.47542 -7.14099 -2.41865 0.0 0.2 -0.1 0.3162
H -5.93753 -6.85331 -3.27334 0.1 0.0 0.2 0.3150
C -0.27427 -7.61625 3.70600 -0.2 -0.2 0.2 -1.1356
C -1.31804 -7.44102 2.62167 1.5 0.0 0.6 0.5775
C -1.66504 -6.00947 2.34436 0.9 0.6 -0.4 -0.4010
O -2.98867 -6.10752 1.84834 -1.0 -1.0 0.3 -0.2233
C -3.52650 -7.23353 2.40677 -1.7 -0.3 0.1 0.6051
O -4.70756 -7.53224 2.35652 2.2 0.6 0.1 -0.5985
O -2.56543 -7.97917 3.03029 -1.4 0.4 -0.5 -0.3625
H -0.17661 -8.67362 3.97455 0.1 0.2 -0.1 0.3901
H 0.70105 -7.24401 3.37855 -0.1 0.0 0.0 0.3730
H -0.56120 -7.08736 4.62150 0.1 0.0 -0.3 -0.0314
H -1.00683 -7.96592 1.71056 -0.1 0.1 0.0 0.2240
H -1.00531 -5.55561 1.59939 -0.3 0.0 0.0 0.3191
H -1.67802 -5.38027 3.24106 0.1 -0.2 0.0 0.2384
C 4.40879 -6.40399 -2.09575 0.4 -0.2 0.1 -1.4847
C 3.39362 -6.19643 -0.99020 0.4 -0.2 -1.2 0.7028
C 2.83093 -4.80806 -0.94106 -0.6 0.4 -1.0 -0.4708
O 2.46935 -4.67406 0.42239 0.7 -0.9 1.2 -0.1985
C 3.30319 -5.49911 1.12454 -0.2 0.5 1.8 0.5781
O 3.40899 -5.50200 2.33922 -0.2 -0.1 -2.3 -0.6261
O 4.00375 -6.31902 0.28467 -0.3 0.4 1.1 -0.3731
H 4.89818 -7.37781 -1.98674 -0.2 0.1 -0.1 0.3665
H 3.93483 -6.35578 -3.08068 0.0 0.0 0.2 0.3756
H 5.20219 -5.64980 -2.05201 -0.2 0.0 0.0 0.3589
H 2.60179 -6.95194 -1.05885 0.0 0.1 0.0 0.2370
H 1.95647 -4.68772 -1.58686 0.0 0.2 0.3 0.1648
H 3.56326 -4.02981 -1.18219 0.0 -0.1 -0.1 0.2475
C 1.70463 8.78883 -0.49899 -0.1 -0.2 -0.8 -1.4668
C 0.50786 8.34648 0.31832 1.0 0.8 -0.5 0.6599
C 0.87138 7.73478 1.63753 0.6 0.2 0.6 -0.4302
O -0.22932 6.87901 1.89007 -0.8 -0.5 -0.7 -0.3375
C -0.73234 6.52823 0.66821 -1.6 -1.7 -0.5 0.5284
O -1.56350 5.65430 0.48910 1.8 1.9 0.5 -0.5647
O -0.17899 7.28557 -0.32610 -0.6 -0.8 0.7 -0.2426
H 1.39175 9.07914 -1.50771 -0.1 0.1 0.2 0.4208
H 2.21145 9.63701 -0.02913 -0.1 -0.1 0.0 0.3010
H 2.42595 7.97306 -0.61906 -0.3 0.2 0.1 0.3214
H -0.19526 9.17937 0.43834 0.0 -0.1 0.1 0.1732
H 0.97174 8.48054 2.43125 -0.1 -0.2 0.0 0.3121
H 1.78129 7.12573 1.60210 -0.3 0.2 -0.1 0.3696
C 1.79737 5.24144 -7.80502 0.0 0.3 -0.3 -1.4692
C 1.38004 5.63863 -6.40360 0.7 -0.7 -0.9 0.5766
C 0.30761 4.76664 -5.82382 0.2 -1.0 0.3 -0.5662
O -0.32612 5.63578 -4.90150 0.1 1.4 -0.3 -0.1782
C -0.14132 6.90372 -5.37814 -1.2 1.7 1.0 0.5331
O -0.70849 7.89287 -4.94621 1.2 -2.0 -1.0 -0.5982
O 0.76197 6.91556 -6.40397 -0.7 0.4 0.8 -0.3643
H 2.46162 5.99899 -8.23465 0.0 -0.2 0.1 0.3577
H 2.31543 4.27777 -7.80413 -0.1 0.1 0.1 0.3740
H 0.93097 5.17224 -8.47193 0.0 0.0 0.2 0.3590
H 2.25830 5.68957 -5.74896 -0.1 -0.1 0.0 0.2740
H 0.71279 3.88878 -5.31254 -0.2 0.2 0.1 0.3560
H -0.43673 4.44060 -6.55852 0.2 0.1 -0.1 0.3072
C 6.94862 11.02576 0.26473 0.0 -0.1 -0.4 -1.4692
C 5.75185 10.58341 1.08204 1.0 0.9 -0.5 0.5435
C 6.11538 9.97171 2.40124 0.4 0.4 0.7 -0.5315
O 5.01467 9.11594 2.65378 -0.6 -0.4 -0.7 -0.2962
C 4.51165 8.76516 1.43192 -1.5 -1.8 -0.4 0.5609
O 3.68049 7.89123 1.25281 2.5 1.9 0.7 -0.5193
O 5.06500 9.52250 0.43761 -0.7 -0.8 0.7 -0.3186
H 6.63574 11.31607 -0.74399 0.0 0.1 0.2 0.3619
H 7.45544 11.87394 0.73458 -0.1 -0.1 0.0 0.3832
H 7.66994 10.20999 0.14466 -0.1 0.1 0.1 0.3521
H 5.04874 11.41630 1.20205 0.0 -0.1 0.1 0.2578
H 6.21573 10.71747 3.19496 -0.1 -0.2 0.0 0.3049
H 7.02529 9.36267 2.36581 0.0 0.1 -0.2 0.3169
C -1.46640 -4.06373 8.81716 0.3 0.2 -0.1 -1.4526
C -1.70924 -5.38240 8.11141 -0.3 1.3 0.5 0.5676
C -1.96380 -6.52768 9.04423 -0.7 -0.1 0.5 -0.5332
O -1.53260 -7.64219 8.28290 0.7 0.0 -0.7 -0.3104
C -0.57780 -7.17484 7.42328 1.6 -1.5 -1.4 0.6694
O 0.14873 -7.88341 6.74745 -1.7 1.6 1.7 -0.5544
O -0.54423 -5.80835 7.42302 0.1 -1.2 -0.2 -0.3373
H -1.13296 -3.30387 8.10223 -0.2 -0.1 0.1 0.3604
H -2.37506 -3.70789 9.31188 0.1 -0.1 -0.1 0.3818
H -0.67296 -4.15573 9.56696 -0.1 -0.1 -0.1 0.3496
H -2.51462 -5.27319 7.37525 0.0 -0.1 0.1 0.2500
H -3.02058 -6.62526 9.30861 0.2 -0.2 -0.1 0.3144
H -1.36796 -6.48544 9.96255 0.0 0.2 -0.1 0.3132
```
Forces are in eV/Å.

---

# 5
C8H5Cl4N in the gas phase in a non-equilibrium geometry. Source: the OMol25 dataset; level of theory: ωB97M-V with the def2-TZVPD basis set.

Results
HOMO ... -8.358 eV
Total charge ... 0
Orbital gap ... 7.86 eV
Structure (SMILES) ... [H]/N=C(\Cl)[C@@]1(Cl)C=CC=CC1=C(Cl)Cl
ΔE to the lowest compared entry with this formula, charge and spin ... 0.380 eV

XYZ file:
```
18
Properties=species:S:1:pos:R:3:forces:R:3:mulliken_charge:R:1
H 1.29844 -0.20567 -3.03877 -0.5 0.3 -0.3 0.2717
N 0.96485 -0.04529 -2.09721 -0.3 0.6 0.5 -0.4957
C -0.04527 0.65166 -1.83984 1.2 -0.4 -0.2 0.4349
Cl -1.15961 1.41924 -2.98940 0.6 -0.4 0.0 -0.1696
C -0.51665 0.65660 -0.37655 -1.4 -0.4 -0.7 1.1121
Cl -1.52792 2.10912 -0.05930 -0.7 -0.1 0.2 -0.1125
C -1.39734 -0.59914 -0.39550 -1.7 0.8 0.4 -0.9196
C -1.25877 -1.62764 0.40616 2.3 0.2 1.0 -0.4139
C -0.12303 -1.77006 1.32110 0.7 3.3 -1.8 -0.7733
C 0.71252 -0.67957 1.40198 -0.8 -2.6 1.6 -0.7964
C 0.50601 0.57871 0.71657 1.4 -0.4 0.8 -0.1491
C 1.33109 1.57682 1.09898 -0.3 -0.6 -0.6 0.9883
Cl 2.48514 1.44778 2.37998 -0.2 0.3 -0.2 -0.1905
Cl 1.37609 3.02186 0.23912 0.5 0.9 -0.2 -0.1420
H -2.38339 -0.71283 -0.88011 0.9 1.3 -0.6 0.2521
H -1.99138 -2.34256 0.29170 -1.3 -1.8 0.2 0.4585
H 0.19678 -2.69543 1.67422 0.1 -1.3 1.0 0.4192
H 1.53244 -0.78362 2.14688 -0.5 0.3 -1.0 0.2260
```
Forces are in eV/Å.

---

| no. | total energy (eV) |
| --- | --- |
| 1 | -18090.0112 |
| 2 | -235888.5196 |
| 3 | -73647.8526 |
| 4 | -257774.8315 |
| 5 | -59954.5560 |